A molecular structure, C8H17Cl2NO3PYb in a non-equilibrium geometry. Source: the Open Molecules 2025 dataset; level of theory: wB97M-V/def2-TZVPD.

XYZ file:
```
33
Properties=species:S:1:pos:R:3:forces:R:3
C -0.191 2.932 -1.743 -0.36 -0.43 -1.89
C 0.607 2.380 -0.735 2.67 -0.23 5.96
H 0.329 3.731 -2.300 0.01 -0.14 0.41
H -1.158 3.251 -1.331 0.23 0.08 0.25
H -0.442 2.092 -2.439 0.23 0.56 0.26
O 1.169 2.168 0.266 -2.51 0.80 -5.15
Cl -1.422 0.123 -2.038 -1.55 -0.64 0.92
Yb -1.550 -1.148 0.252 1.61 0.91 0.06
P 1.285 -0.788 -1.479 1.55 -0.83 -0.51
C 2.984 -1.270 -0.974 -0.09 0.09 0.18
C 0.724 -2.453 -2.018 -0.25 0.07 0.17
H 0.820 0.138 -3.659 0.27 0.01 -0.20
H 2.395 -0.744 -3.646 -0.22 0.28 0.12
H 2.261 0.894 -2.915 0.05 -0.15 -0.23
C 1.739 -0.052 -3.100 -0.49 0.28 0.17
H -0.286 -2.402 -2.443 0.27 -0.17 -0.09
H 1.437 -2.794 -2.784 -0.35 -0.18 0.26
H 3.534 -1.662 -1.843 -0.13 0.06 0.40
H 2.925 -2.031 -0.189 0.19 0.10 -0.10
H 0.735 -3.129 -1.147 0.08 0.03 -0.38
H 3.502 -0.390 -0.579 0.10 -0.20 -0.03
C 0.769 -0.482 1.239 1.78 0.98 3.35
O 1.622 -0.298 1.999 -2.43 -0.64 -2.88
Cl -0.502 -2.916 1.688 -0.84 0.19 -0.59
C -3.173 1.474 3.661 -0.05 -0.01 0.04
C -2.401 0.346 3.029 0.06 -0.27 1.22
N -1.916 -0.613 3.809 -0.09 0.28 -0.80
O -2.209 0.302 1.773 0.06 -0.75 -0.92
H -3.428 1.269 4.709 0.16 -0.03 -0.33
H -4.104 1.642 3.109 0.24 -0.07 0.01
H -2.594 2.407 3.632 -0.04 -0.28 -0.12
H -1.423 -1.414 3.387 -0.20 0.43 0.47
H -2.039 -0.563 4.810 0.00 -0.13 -0.02
```
Positions in Å, forces in eV/Å.

Properties
- Expectation value of S²: 0.75
- Max |F|: 6.535 eV/Å
- Net charge: +2
- HOMO (alpha / beta): -0.5452 / -0.5451 Ha
- LUMO level (alpha / beta): -8.168 / -8.733 eV
- Spin multiplicity: 2

***

A molecular structure, C8H17ClINO3OsP in a non-equilibrium geometry. Source: the Open Molecules 2025 dataset; level of theory: wB97M-V/def2-TZVPD.

XYZ file:
```
33
Properties=species:S:1:pos:R:3:forces:R:3
C 0.031 2.340 -1.112 0.92 0.24 -1.21
C -1.451 1.750 -0.757 3.52 3.78 -1.31
H 0.069 2.812 -2.114 -0.81 -0.61 0.08
H 0.856 1.537 -1.171 -1.19 0.70 -0.04
H 0.497 3.150 -0.480 -1.39 -0.93 0.11
O -2.486 2.239 -0.806 0.00 -1.68 0.57
I -4.450 0.282 0.470 -0.55 -0.21 -0.19
Os 0.610 -0.113 0.205 0.92 2.37 3.80
P 1.178 -1.905 -0.941 0.02 -3.97 -3.38
C -0.117 -2.776 -1.996 0.12 0.67 0.58
C 2.312 -1.184 -2.255 -0.62 0.04 1.69
H 2.394 -2.729 0.899 -0.18 -0.83 -0.35
H 2.297 -3.990 -0.441 -0.32 0.21 0.40
H 0.842 -3.629 0.630 0.50 -0.01 -0.22
C 1.753 -3.229 0.147 0.66 0.52 0.11
H 2.976 -0.544 -1.667 0.47 -0.01 -0.73
H 2.810 -2.030 -2.733 0.11 0.18 -0.07
H 0.327 -3.520 -2.670 0.17 0.10 0.47
H -0.668 -2.048 -2.609 0.45 -0.53 0.08
H 1.657 -0.617 -2.932 0.38 -0.21 0.03
H -0.813 -3.237 -1.275 0.19 -0.10 -0.53
C -1.016 -0.410 -0.629 -3.82 -2.49 -4.56
O -1.836 -0.864 -1.374 1.64 2.14 3.51
Cl 2.419 -0.392 1.713 -1.04 0.32 -1.09
C -1.988 2.778 2.344 -0.12 0.12 0.44
C -0.775 1.931 2.248 1.13 -0.89 2.52
N -0.231 1.451 3.362 -0.52 0.21 -0.14
O -0.240 1.559 1.165 -0.53 0.53 0.05
H -2.084 3.155 3.364 -0.17 -0.19 -0.04
H -2.828 2.115 2.116 -0.10 0.31 0.07
H -2.008 3.665 1.715 0.21 -0.19 -0.36
H 0.645 0.922 3.310 -0.45 0.14 0.08
H -0.685 1.531 4.275 0.38 0.29 -0.37
```
Positions in Å, forces in eV/Å.

Properties
- Expectation value of S²: 6.34
- Max |F|: 6.449 eV/Å
- Net charge: +3
- HOMO (alpha / beta): -0.7430 / -0.7070 Ha
- LUMO level (alpha / beta): -13.075 / -15.227 eV
- Spin multiplicity: 5

***

A gas-phase ion, C8H17ClNO2 (charge +1) in a non-equilibrium geometry. Source: the Open Molecules 2025 dataset; level of theory: wB97M-V/def2-TZVPD.

XYZ file:
```
29
Properties=species:S:1:pos:R:3:forces:R:3
C 1.291 0.237 -3.488 1.51 0.86 -1.76
O 0.028 -0.265 -2.924 1.74 -0.12 2.33
C 0.191 -0.792 -1.560 0.13 -2.71 -1.66
N -0.835 -0.088 -0.689 -0.31 -0.11 -0.01
C -2.297 -0.498 -0.963 -3.09 0.86 -0.03
C -2.944 -0.990 0.494 0.90 -0.92 0.57
O -1.729 -1.274 1.274 1.04 1.92 -2.46
C -0.777 -0.231 0.815 0.03 -0.13 4.56
C 0.658 -0.505 1.564 0.41 -0.06 0.58
C 1.700 0.781 1.518 -1.23 -0.31 1.19
C 1.587 1.609 2.948 1.17 0.41 0.07
Cl 3.445 0.076 1.444 -1.82 0.78 -0.29
H 1.275 0.055 -4.668 -0.20 0.22 2.75
H 2.247 -0.308 -3.074 -2.05 0.95 -0.66
H 1.439 1.411 -3.370 -0.54 -2.50 0.11
H 1.284 -0.766 -1.142 -2.19 0.48 -0.65
H -0.154 -1.934 -1.606 0.83 2.45 0.31
H -0.705 0.920 -0.929 -0.37 -0.83 0.26
H -2.887 0.530 -1.107 1.37 -2.46 -0.59
H -2.403 -1.294 -1.845 0.42 2.11 2.04
H -3.525 -2.005 0.529 0.95 2.12 -0.64
H -3.558 -0.171 1.064 1.11 -1.29 -1.46
H -1.266 0.742 1.263 1.26 -1.37 -1.18
H 1.223 -1.472 1.203 -1.42 1.91 0.43
H 0.426 -0.678 2.722 0.18 0.28 -2.76
H 1.445 1.431 0.579 1.02 -1.03 1.78
H 1.520 0.856 3.870 -0.06 1.61 -2.21
H 0.727 2.405 2.954 1.44 -1.79 -0.05
H 2.595 2.219 3.127 -2.23 -1.32 -0.57
```
Positions in Å, forces in eV/Å.

Properties
- Max |F|: 4.563 eV/Å
- Net charge: +1
- HOMO: -0.5121 Ha
- LUMO level: -3.194 eV

***

A molecular structure, C8H17F2P in a non-equilibrium geometry. Source: the Open Molecules 2025 dataset; level of theory: wB97M-V/def2-TZVPD.

XYZ file:
```
28
Properties=species:S:1:pos:R:3:forces:R:3
C 1.460 -0.490 -0.379 -1.92 0.00 0.49
C 2.537 -1.405 -0.949 -2.08 -0.29 1.15
C 3.017 0.746 1.236 -1.69 1.06 0.72
C -3.034 -1.184 0.301 -2.39 -0.85 -1.43
C -1.997 1.027 0.817 0.03 0.11 2.87
C -1.742 0.087 -1.548 -2.49 0.15 -1.27
C 1.863 0.847 0.125 -0.27 0.33 3.75
C -2.009 -0.176 -0.077 2.96 -1.16 0.13
F -0.089 -2.469 -0.709 -0.50 -0.94 -0.95
F -0.420 -2.271 1.555 0.70 1.51 -1.10
P 0.025 -1.213 0.198 -1.21 0.88 1.16
H 1.837 -2.211 -1.437 2.76 0.97 0.59
H 3.160 -0.769 -1.575 -0.05 -0.44 -0.60
H 3.136 -1.640 -0.034 -0.12 -0.95 -1.24
H 2.672 0.151 2.192 0.49 1.59 -1.67
H 3.785 0.129 0.805 0.83 0.27 -0.05
H 3.320 1.874 1.402 -0.12 -2.56 0.24
H -3.338 -1.803 -0.599 0.48 0.62 0.84
H -2.623 -1.909 0.994 -0.44 0.18 0.62
H -4.058 -0.686 0.613 2.22 -0.88 -0.12
H -3.034 1.493 1.036 1.50 -0.85 -0.73
H -1.342 1.760 0.335 -0.07 0.21 0.71
H -1.594 0.692 1.920 -0.90 1.07 -2.71
H -1.330 1.099 -1.626 0.09 -0.36 -0.41
H -1.120 -0.650 -2.114 -0.52 0.59 0.74
H -2.793 0.065 -2.067 1.76 0.29 0.66
H 1.030 1.439 0.639 0.68 -0.94 -0.78
H 2.289 1.542 -0.547 0.26 0.37 -1.59
```
Positions in Å, forces in eV/Å.

Properties
- Max |F|: 3.770 eV/Å
- HOMO: -0.2833 Ha
- LUMO level: 0.137 eV

***

A gas-phase ion, C8H17F4N3 (charge +2) in a non-equilibrium geometry. Source: the Open Molecules 2025 dataset; level of theory: wB97M-V/def2-TZVPD.

XYZ file:
```
32
Properties=species:S:1:pos:R:3:forces:R:3
C -1.704 -1.670 1.174 -1.37 -0.64 0.20
N -0.387 -0.990 1.003 0.04 0.21 -0.18
C -0.215 -0.104 2.187 0.07 0.87 1.03
C 0.648 -2.065 0.989 1.03 -1.04 -0.08
C -0.362 -0.191 -0.238 0.50 1.21 -0.48
N -1.141 -0.660 -1.247 -0.27 -0.35 -0.66
F -2.480 -0.802 -1.204 0.48 0.20 0.21
F -0.851 -0.213 -2.480 -0.06 -0.02 0.34
N 0.440 0.836 -0.468 -0.84 -1.09 0.39
C 1.876 0.829 -0.210 1.00 -0.43 -0.10
C 2.539 0.052 -1.366 0.36 0.50 0.07
F 1.875 -1.143 -1.471 -0.38 -0.71 -0.02
C -0.044 1.977 -1.250 -0.43 0.80 -0.62
C -1.541 2.262 -0.999 -0.08 0.36 -0.53
F -1.915 1.628 0.165 -0.35 -0.30 0.81
H -1.717 -2.166 2.143 0.31 0.12 -0.03
H -2.526 -0.954 1.164 0.24 0.09 -0.05
H -1.865 -2.438 0.418 0.21 0.14 -0.05
H -0.269 -0.709 3.092 0.00 -0.19 -0.20
H 0.740 0.412 2.195 0.02 -0.13 -0.22
H -1.017 0.633 2.223 0.01 -0.11 -0.18
H 0.478 -2.729 1.836 -0.22 0.20 0.05
H 0.584 -2.653 0.074 -0.17 0.18 -0.01
H 1.655 -1.667 1.075 -0.16 0.20 -0.03
H 2.119 0.342 0.733 -0.10 0.07 -0.06
H 2.265 1.846 -0.184 -0.21 -0.01 0.10
H 3.588 -0.158 -1.139 -0.10 0.20 -0.01
H 2.453 0.560 -2.329 0.05 0.09 0.15
H 0.132 1.871 -2.327 0.09 -0.11 0.20
H 0.551 2.829 -0.912 -0.02 -0.21 0.05
H -2.205 1.902 -1.791 0.24 0.04 0.03
H -1.707 3.333 -0.857 0.12 -0.13 -0.13
```
Positions in Å, forces in eV/Å.

Properties
- Max |F|: 1.527 eV/Å
- Net charge: +2
- HOMO (alpha / beta): -0.7040 / -0.7040 Ha
- LUMO level (alpha / beta): -9.418 / -9.418 eV

***

A gas-phase ion, C8H17FN6P (charge +1) in a non-equilibrium geometry. Source: the Open Molecules 2025 dataset; level of theory: wB97M-V/def2-TZVPD.

XYZ file:
```
33
Properties=species:S:1:pos:R:3:forces:R:3
H 4.614 -1.056 0.238 0.06 0.03 0.00
N 4.016 -1.864 0.069 0.36 -0.14 0.07
C 2.800 -1.617 0.268 -0.27 0.01 -0.04
C 1.771 -2.692 0.090 -0.06 0.10 0.13
C 2.281 -0.244 0.672 0.18 0.05 -0.06
N 1.700 0.484 -0.473 -0.09 -0.15 0.17
P 2.653 0.791 -1.920 0.04 0.73 -0.69
N 2.704 2.196 -2.536 -0.14 -0.39 0.67
C 0.433 0.916 -0.439 0.30 -0.14 -0.06
N -0.195 1.538 -1.447 0.20 -0.11 -0.12
C -1.406 1.775 -0.993 -0.28 0.29 -0.36
N -1.595 1.348 0.240 0.04 -0.09 0.23
C -2.770 1.398 1.109 -0.15 -0.22 -0.06
C -3.281 0.011 1.461 0.26 -0.23 -0.20
C -3.706 -0.812 0.243 -0.26 -0.06 0.02
F -5.006 -1.265 0.421 0.30 0.10 -0.03
N -0.406 0.783 0.607 -0.11 -0.01 0.14
H 2.255 -3.661 0.083 0.02 -0.08 -0.16
H 1.052 -2.670 0.910 -0.08 -0.02 0.05
H 1.219 -2.542 -0.838 -0.05 -0.07 -0.09
H 1.519 -0.388 1.431 -0.06 0.04 0.14
H 3.080 0.345 1.121 0.05 0.09 -0.06
H 3.875 0.288 -1.471 -0.03 -0.17 0.11
H 2.170 -0.220 -2.762 0.03 -0.17 0.05
H 2.131 2.920 -2.130 0.06 0.22 -0.32
H -2.191 2.272 -1.543 0.00 0.01 -0.04
H -3.519 1.924 0.522 -0.02 0.21 0.08
H -2.513 1.974 1.994 -0.06 0.13 0.05
H -2.518 -0.529 2.023 -0.06 -0.03 0.16
H -4.148 0.109 2.110 -0.05 0.08 0.10
H -3.690 -0.223 -0.678 -0.05 0.05 -0.01
H -3.067 -1.682 0.096 -0.03 -0.06 0.01
H -0.264 0.395 1.522 -0.07 0.01 0.12
```
Positions in Å, forces in eV/Å.

Properties
- Max |F|: 1.007 eV/Å
- Net charge: +1
- HOMO: -0.4505 Ha
- LUMO level: -3.386 eV

***

Number 1: DFT total energy -3015.4461 Ha. Number 2: DFT total energy -1784.1150 Ha. Number 3: DFT total energy -980.0297 Ha. Number 4: DFT total energy -856.0035 Ha. Number 5: DFT total energy -877.8894 Ha. Number 6: DFT total energy -1084.4894 Ha.